(1)
Below is the ion C5H13N2 with charge +1, with properties calculated with the ωB97M-V functional and the def2-TZVPD basis.

Geometry as XYZ:
```
20
Properties=species:S:1:pos:R:3
C -1.554 -1.023 -1.898
C -1.007 0.105 -1.038
C 0.411 -0.324 -0.428
C 0.849 0.704 0.443
C 1.111 0.495 1.889
N 2.391 -0.160 1.950
N -1.906 0.410 0.059
H -1.616 -1.952 -1.337
H -2.533 -0.725 -2.268
H -0.911 -1.121 -2.772
H -0.828 0.904 -1.770
H 1.028 -0.399 -1.326
H 0.294 -1.301 0.035
H -2.823 0.613 -0.310
H 1.325 1.595 0.020
H 1.125 1.457 2.390
H 0.355 -0.169 2.310
H 2.714 -0.731 1.179
H 3.159 0.383 2.324
H -1.587 1.238 0.550
```

Properties
Frontier orbital gap in eV: 7.367
Charge: +1
Relative energy (zero: lowest compared OMol25 entry of this formula, charge and spin) in kJ/mol: 365.7
HOMO energy in eV: -13.9
Total energy in eV: -8367.02020



(2)
Below is a structure of composition C2H3FLi2O, with properties calculated with the ωB97M-V functional and the def2-TZVPD basis.

Geometry as XYZ:
```
9
Properties=species:S:1:pos:R:3
O -1.164 0.576 -0.132
C -0.324 -0.464 -0.096
C 1.073 -0.329 0.292
Li -2.906 0.433 -0.457
H -0.577 -1.350 -0.702
F 1.742 0.709 -0.525
H 1.488 -0.098 1.279
Li 0.122 1.961 -0.413
H 0.546 -1.437 0.754
```

Properties
Frontier orbital gap (alpha / beta) in eV: 7.845 / 8.308
Charge: +1
Spin multiplicity: 2
HOMO energy (alpha / beta) in eV: -12.3 / -13.2
Total energy in eV: -7288.80613



(3)
Below is the molecule C4H10N2S, with properties calculated with the ωB97M-V functional and the def2-TZVPD basis.

Geometry as XYZ:
```
17
Properties=species:S:1:pos:R:3
C -0.554 -1.324 -0.665
C -1.600 -1.188 0.561
C -0.163 1.112 0.240
C 0.832 1.461 1.240
N 0.510 -0.344 -0.391
N 1.530 -0.092 -1.351
S -1.887 0.620 0.837
H -0.247 -2.372 -0.673
H -1.152 -1.146 -1.618
H -2.511 -1.592 0.261
H -1.227 -1.444 1.471
H -0.109 1.858 -0.561
H 0.914 0.733 2.034
H 0.594 2.443 1.699
H 1.676 1.676 0.634
H 1.187 0.445 -2.214
H 2.207 -0.847 -1.504
```

Properties
Frontier orbital gap in eV: 9.377
SMILES: C[C@@H]1SCCN1N
Relative energy (zero: lowest compared OMol25 entry of this formula, charge and spin) in kJ/mol: 248.5
HOMO energy in eV: -8.4
Total energy in eV: -18123.00917



(4)
Below is a cluster of 2 separate species, C19H24Br2F3O3S in total, with properties calculated with the ωB97M-V functional and the def2-TZVPD basis.

Geometry as XYZ:
```
52
Properties=species:S:1:pos:R:3
C 5.205 -0.053 3.685
C 5.684 0.255 2.252
C 4.784 -0.483 1.199
C 5.664 -1.268 0.226
S 3.861 0.865 0.351
C 2.476 1.245 1.491
C 1.104 1.373 0.776
O 0.985 2.261 -0.045
C -0.004 0.444 1.153
C 0.148 -0.548 2.095
C -0.900 -1.386 2.384
C -2.069 -1.216 1.691
C -2.253 -0.232 0.753
C -1.201 0.603 0.486
C 3.266 0.317 -1.231
Br 3.867 1.433 -2.661
C 2.496 -0.756 -1.472
C 2.008 -1.673 -0.397
Br 1.979 -1.175 -3.241
H 4.198 0.330 3.857
H 5.210 -1.134 3.850
H 5.897 0.405 4.392
H 6.736 0.013 2.111
H 5.578 1.339 2.127
H 4.121 -1.139 1.763
H 5.103 -1.529 -0.676
H 6.582 -0.748 -0.045
H 5.942 -2.214 0.696
H 2.489 0.584 2.355
H 2.716 2.240 1.873
H 1.064 -0.733 2.642
H -0.764 -2.142 3.144
H -2.899 -1.886 1.895
H -3.181 -0.080 0.215
H -1.277 1.402 -0.242
H 2.417 -1.465 0.584
H 0.916 -1.667 -0.401
H 2.285 -2.693 -0.689
C -6.159 -0.849 -4.039
C -5.662 0.577 -3.939
O -6.565 1.385 -3.163
C -6.428 1.321 -1.848
O -5.627 0.659 -1.253
C -7.429 2.270 -1.173
F -8.642 2.182 -1.724
F -7.019 3.540 -1.289
F -7.551 1.999 0.124
H -7.175 -0.871 -4.434
H -5.513 -1.433 -4.694
H -6.182 -1.326 -3.060
H -5.626 1.032 -4.927
H -4.656 0.624 -3.523
```

Properties
Frontier orbital gap in eV: 8.983
Charge: +1
HOMO energy in eV: -12.7
Total energy in eV: -185300.04081



(5)
Below is a structure of composition C13H21F5IrOP2S, with properties calculated with the ωB97M-V functional and the def2-TZVPD basis.

Geometry as XYZ:
```
44
Properties=species:S:1:pos:R:3
Ir 0.024 -0.282 0.315
H 0.605 -0.506 -1.334
H -0.271 -0.685 -1.377
P 2.119 0.675 0.118
P -2.218 0.055 -0.159
C -3.239 -0.397 1.284
H -4.295 -0.275 1.004
H -3.038 -1.444 1.552
H -2.997 0.255 2.136
C -2.792 1.705 -0.700
H -2.314 1.951 -1.659
H -3.885 1.687 -0.818
H -2.508 2.458 0.049
C -2.718 -1.090 -1.484
H -2.441 -2.116 -1.201
H -3.806 -1.006 -1.610
H -2.201 -0.800 -2.409
C 2.252 2.472 -0.199
H 3.314 2.760 -0.212
H 1.793 2.701 -1.172
H 1.724 3.030 0.587
C 3.083 0.338 1.628
H 3.161 -0.749 1.766
H 4.081 0.779 1.495
H 2.583 0.787 2.499
C 3.042 -0.120 -1.236
H 2.532 0.098 -2.185
H 4.060 0.295 -1.245
H 3.069 -1.204 -1.061
C -0.148 0.189 2.146
O -0.256 0.484 3.257
H -0.211 1.189 -0.315
F 1.175 -8.120 -0.380
C 0.982 -6.806 -0.176
C -0.302 -6.263 -0.248
F -1.335 -7.061 -0.587
C -0.513 -4.921 0.036
F -1.786 -4.451 -0.038
C 0.557 -4.076 0.429
S 0.284 -2.602 1.273
C 1.866 -4.624 0.361
F 2.957 -3.854 0.615
C 2.070 -5.971 0.088
F 3.318 -6.486 0.095
```

Properties
Frontier orbital gap (alpha / beta) in eV: 5.773 / 5.516
Charge: +2
Spin multiplicity: 6
HOMO energy (alpha / beta) in eV: -11.8 / -15.9
Total energy in eV: -61684.91892



(6)
Below is a cluster of 2 separate species, CHNO2S in total, with properties calculated with the ωB97M-V functional and the def2-TZVPD basis.

Geometry as XYZ:
```
6
Properties=species:S:1:pos:R:3
C -0.523 -0.757 -1.558
N -0.709 -0.094 -0.580
O -0.527 -1.395 -2.531
O 0.881 0.197 0.558
S 0.569 0.343 1.999
H 0.309 1.706 2.113
```

Properties
Frontier orbital gap (alpha / beta) in eV: 6.809 / 6.804
Relative energy (zero: lowest compared OMol25 entry of this formula, charge and spin) in kJ/mol: 289.0
HOMO energy (alpha / beta) in eV: -9.6 / -9.6
Total energy in eV: -17469.18035



(7)
Below is a structure of composition C33H31F3MgN2PS, with properties calculated with the ωB97M-V functional and the def2-TZVPD basis.

Geometry as XYZ:
```
72
Properties=species:S:1:pos:R:3
Mg -0.395 -0.462 0.190
F 4.001 -3.638 0.605
C 4.437 -2.433 0.210
F 5.624 -2.645 -0.411
F 4.722 -1.722 1.317
C 3.461 -1.726 -0.692
C 3.870 -1.323 -1.943
C 2.998 -0.639 -2.785
C 1.734 -0.384 -2.302
N 1.323 -0.768 -1.096
C 2.146 -1.442 -0.248
S 1.474 -1.840 1.292
H 4.879 -1.540 -2.266
H 3.295 -0.313 -3.770
H 1.004 0.153 -2.898
C 2.769 4.991 2.196
C 3.158 4.500 0.827
C 4.185 5.168 0.159
C 4.580 4.819 -1.123
C 3.945 3.772 -1.771
C 2.938 3.088 -1.110
C 2.522 3.431 0.180
P 1.170 2.339 0.777
C 1.400 2.220 2.598
C 2.443 1.351 2.930
C 2.785 1.085 4.245
C 2.046 1.666 5.264
C 0.994 2.510 4.948
C 0.656 2.814 3.629
C -0.493 3.763 3.407
C -0.340 3.242 0.362
C -0.351 4.492 -0.254
C -1.526 5.034 -0.747
C -2.705 4.298 -0.625
C -2.705 3.063 -0.006
C -1.530 2.495 0.522
C -1.518 1.180 1.154
H 3.320 5.902 2.431
H 2.967 4.256 2.976
H 1.703 5.220 2.243
H 4.680 5.990 0.663
H 5.381 5.364 -1.609
H 4.236 3.478 -2.772
H 2.457 2.248 -1.599
H 2.984 0.850 2.135
H 3.597 0.402 4.461
H 2.277 1.454 6.301
H 0.416 2.963 5.746
H -0.608 4.416 4.273
H -1.429 3.216 3.264
H -0.363 4.382 2.524
H 0.579 5.040 -0.366
H -1.525 6.005 -1.226
H -3.634 4.698 -1.016
H -3.630 2.505 0.088
H -2.518 0.760 1.273
H -0.999 1.173 2.119
C -1.683 -1.338 -2.828
C -2.323 -1.990 -1.643
C -3.435 -2.802 -1.613
C -3.634 -3.150 -0.248
C -2.632 -2.524 0.461
C -2.381 -2.553 1.936
N -1.821 -1.812 -0.380
H -2.245 -1.565 -3.736
H -0.657 -1.681 -2.984
H -1.655 -0.244 -2.741
H -4.024 -3.108 -2.466
H -4.407 -3.781 0.167
H -3.114 -3.194 2.428
H -2.458 -1.559 2.391
H -1.386 -2.941 2.174
```

Properties
Frontier orbital gap in eV: 6.497
Charge: -1
Relative energy (zero: lowest compared OMol25 entry of this formula, charge and spin) in kJ/mol: 0.0
HOMO energy in eV: -3.9
Total energy in eV: -71431.21634



(8)
Below is a structure of composition C27H67Br2GaNO10, with properties calculated with the ωB97M-V functional and the def2-TZVPD basis.

Geometry as XYZ:
```
108
Properties=species:S:1:pos:R:3
C 2.924 0.014 1.401
C 3.743 -1.183 0.849
C 3.549 -1.432 -0.659
C 2.085 -1.740 -1.084
N 1.438 -2.802 -0.326
Ga -0.430 -2.478 0.092
C -0.909 -0.492 0.409
Br -2.712 -0.513 1.298
C -1.040 0.382 -0.925
C 0.005 1.540 -0.957
Br -2.826 1.287 -0.992
H 2.991 0.920 0.788
H 1.896 -0.324 1.571
H 3.336 0.244 2.399
H 3.438 -2.061 1.439
H 4.812 -1.014 1.059
H 4.227 -2.214 -1.033
H 3.840 -0.506 -1.191
H 2.138 -2.078 -2.141
H 1.533 -0.781 -1.100
H 1.987 -3.084 0.472
H -0.801 -3.268 1.451
H -1.345 -3.126 -1.063
H -0.264 0.050 1.112
H -0.989 -0.263 -1.805
H 0.822 1.271 -0.270
H 0.470 1.558 -1.955
H -0.421 2.504 -0.681
C -6.071 -1.145 -4.267
O -7.363 -0.822 -3.777
C -8.030 -1.938 -3.206
C -7.935 -1.931 -1.691
O -6.599 -2.111 -1.257
C -5.969 -0.888 -0.892
H -5.530 -0.214 -4.429
H -5.508 -1.755 -3.558
H -6.154 -1.678 -5.221
H -7.634 -2.874 -3.612
H -9.084 -1.864 -3.494
H -8.516 -2.773 -1.299
H -8.357 -1.009 -1.279
H -6.322 -0.571 0.095
H -6.164 -0.090 -1.613
H -4.896 -1.061 -0.841
C -9.463 4.354 -0.773
O -9.073 4.563 0.574
C -9.166 3.382 1.360
C -7.812 2.718 1.538
O -7.307 2.229 0.307
C -6.341 3.092 -0.277
H -9.112 5.201 -1.361
H -9.028 3.441 -1.186
H -10.555 4.302 -0.844
H -9.884 2.682 0.923
H -9.542 3.682 2.343
H -7.930 1.855 2.201
H -7.100 3.404 2.005
H -5.383 2.980 0.240
H -6.650 4.140 -0.238
H -6.212 2.802 -1.319
C 7.726 -0.479 -3.361
O 7.076 -0.691 -2.121
C 7.981 -1.018 -1.077
C 8.259 0.189 -0.201
O 8.939 1.213 -0.908
C 8.040 2.219 -1.349
H 7.026 0.027 -4.025
H 8.617 0.145 -3.253
H 8.006 -1.439 -3.807
H 8.908 -1.434 -1.483
H 7.505 -1.789 -0.464
H 8.906 -0.116 0.628
H 7.327 0.572 0.225
H 7.764 2.862 -0.508
H 7.134 1.796 -1.786
H 8.543 2.825 -2.102
C 4.452 3.052 -1.384
O 5.229 4.119 -0.855
C 4.705 5.394 -1.196
C 3.910 5.993 -0.050
O 2.738 5.238 0.221
C 2.886 4.359 1.325
H 4.738 2.135 -0.870
H 3.382 3.214 -1.236
H 4.659 2.936 -2.453
H 4.093 5.333 -2.100
H 5.559 6.045 -1.409
H 3.584 6.998 -0.336
H 4.530 6.083 0.847
H 2.822 4.922 2.262
H 3.836 3.820 1.295
H 2.071 3.637 1.293
C -0.704 -4.790 3.893
O 0.404 -4.989 3.035
C 1.617 -4.519 3.590
C 2.445 -5.653 4.167
O 1.809 -6.255 5.288
C 1.138 -7.456 4.954
H -1.526 -5.403 3.527
H -0.481 -5.081 4.924
H -1.011 -3.740 3.866
H 1.426 -3.753 4.348
H 2.181 -4.053 2.774
H 3.399 -5.248 4.521
H 2.663 -6.401 3.398
H 1.862 -8.270 4.838
H 0.559 -7.357 4.034
H 0.460 -7.703 5.771
```

Properties
Frontier orbital gap in eV: 6.720
Charge: -1
HOMO energy in eV: -4.4
Total energy in eV: -243505.52473



Among the records above, which one has the lowest total energy?
C27H67Br2GaNO10



Copy entry 5 word for word.
Below is a structure of composition C13H21F5IrOP2S, with properties calculated with the ωB97M-V functional and the def2-TZVPD basis.

Geometry as XYZ:
```
44
Properties=species:S:1:pos:R:3
Ir 0.024 -0.282 0.315
H 0.605 -0.506 -1.334
H -0.271 -0.685 -1.377
P 2.119 0.675 0.118
P -2.218 0.055 -0.159
C -3.239 -0.397 1.284
H -4.295 -0.275 1.004
H -3.038 -1.444 1.552
H -2.997 0.255 2.136
C -2.792 1.705 -0.700
H -2.314 1.951 -1.659
H -3.885 1.687 -0.818
H -2.508 2.458 0.049
C -2.718 -1.090 -1.484
H -2.441 -2.116 -1.201
H -3.806 -1.006 -1.610
H -2.201 -0.800 -2.409
C 2.252 2.472 -0.199
H 3.314 2.760 -0.212
H 1.793 2.701 -1.172
H 1.724 3.030 0.587
C 3.083 0.338 1.628
H 3.161 -0.749 1.766
H 4.081 0.779 1.495
H 2.583 0.787 2.499
C 3.042 -0.120 -1.236
H 2.532 0.098 -2.185
H 4.060 0.295 -1.245
H 3.069 -1.204 -1.061
C -0.148 0.189 2.146
O -0.256 0.484 3.257
H -0.211 1.189 -0.315
F 1.175 -8.120 -0.380
C 0.982 -6.806 -0.176
C -0.302 -6.263 -0.248
F -1.335 -7.061 -0.587
C -0.513 -4.921 0.036
F -1.786 -4.451 -0.038
C 0.557 -4.076 0.429
S 0.284 -2.602 1.273
C 1.866 -4.624 0.361
F 2.957 -3.854 0.615
C 2.070 -5.971 0.088
F 3.318 -6.486 0.095
```

Properties
Frontier orbital gap (alpha / beta) in eV: 5.773 / 5.516
Charge: +2
Spin multiplicity: 6
HOMO energy (alpha / beta) in eV: -11.8 / -15.9
Total energy in eV: -61684.91892



Which of these has the lowest total energy?
C27H67Br2GaNO10



Which formula does entry 4 have?
C19H24Br2F3O3S